(1)
Molecular formula: C8H18AlF3O4
Method: DFT, ωB97M-V with the def2-TZVPD basis set

Results
* molecular weight: 262.20 g mol⁻¹
* relative energy (zero: lowest compared OMol25 entry of this formula, charge and spin): 123.3 kcal/mol
* maximum force: 6.312 eV/A

ORCA input file:
```
! wB97M-V def2-TZVPD RIJCOSX def2/J DEFGRID3
* xyz 2 1
Al 2.092 21.524 -33.002
C -3.340 18.042 -34.455
O -4.210 18.937 -35.188
O -2.189 18.788 -33.993
C -4.252 17.227 -33.509
F -5.139 16.542 -34.152
F -3.560 16.399 -32.742
F -4.967 18.102 -32.670
C -4.741 18.644 -36.438
C -5.778 19.793 -36.830
H -6.388 19.890 -35.932
H -5.273 20.710 -37.134
H -6.494 19.653 -37.639
H -5.299 17.708 -36.460
H -3.958 18.457 -37.173
H -3.008 17.300 -35.181
C -1.437 19.804 -27.121
C -1.273 19.764 -28.588
O 0.125 19.926 -28.936
H -2.453 19.567 -26.806
H -1.274 20.815 -26.747
H -0.874 19.039 -26.587
H -1.881 20.523 -29.080
H -1.652 18.860 -29.065
H 0.466 19.113 -28.555
C 7.065 24.969 -29.992
C 7.053 24.164 -31.286
O 6.139 23.094 -31.126
H 6.042 25.323 -29.865
H 7.726 25.825 -30.133
H 7.371 24.462 -29.077
H 8.073 23.877 -31.538
H 6.640 24.826 -32.048
H 6.424 22.450 -30.473
*
```

(2)
Molecular formula: C8H18AlF6N4O5PS2
Method: DFT, ωB97M-V with the def2-TZVPD basis set

Results
* DFT total energy: -78609.7470 eV
* molecular weight: 486.33 g mol⁻¹
* expectation value of S²: 1.79
* maximum force: 5.156 eV/A

ORCA input file:
```
! wB97M-V def2-TZVPD RIJCOSX def2/J DEFGRID3
* xyz 3 2
Al 48.275 13.613 8.889
C 52.627 15.898 10.253
F 51.747 15.955 11.163
F 52.901 17.097 9.684
F 53.752 15.299 10.780
S 51.900 14.713 8.853
O 52.934 14.486 7.871
O 51.520 13.518 9.608
N 50.445 15.317 8.202
S 50.830 16.310 7.093
O 52.115 17.020 7.249
O 50.628 15.789 5.716
C 49.510 17.704 7.477
F 48.294 17.134 7.481
F 49.689 18.235 8.703
F 49.591 18.715 6.559
O 46.122 13.452 10.799
P 44.839 13.288 11.614
N 43.925 11.959 11.111
C 44.391 10.543 11.416
C 43.237 12.020 9.898
N 43.744 14.628 11.535
C 44.178 15.954 11.037
C 42.357 14.582 12.069
N 45.168 13.025 13.300
C 44.069 12.622 14.231
C 46.237 13.734 14.012
H 43.524 9.907 11.594
H 44.964 10.474 12.341
H 45.059 10.149 10.650
H 42.680 11.139 9.579
H 43.977 12.135 9.106
H 42.549 12.863 9.838
H 43.466 16.772 11.147
H 44.873 16.416 11.738
H 44.525 15.819 10.012
H 42.206 15.004 13.062
H 41.661 15.121 11.426
H 42.022 13.546 12.109
H 43.288 12.060 13.718
H 44.455 11.957 15.004
H 43.643 13.434 14.820
H 47.196 13.680 13.496
H 46.486 13.139 14.890
H 45.959 14.764 14.236
*
```

(3)
Molecular formula: C8H18Cl2IrO3PS
Method: DFT, ωB97M-V with the def2-TZVPD basis set

Results
* DFT total energy: -62717.9404 eV
* molecular weight: 488.39 g mol⁻¹
* expectation value of S²: 6.02
* maximum force: 7.442 eV/A

ORCA input file:
```
! wB97M-V def2-TZVPD RIJCOSX def2/J DEFGRID3
* xyz 2 5
C -3.271 -0.502 -3.912
C -2.302 -0.483 -2.810
H -2.965 -1.211 -4.678
H -3.364 0.488 -4.378
H -4.261 -0.804 -3.542
O -1.236 -1.084 -2.716
Cl -2.800 0.631 -1.439
Ir -0.569 -0.090 -0.683
P -1.339 -1.635 0.818
C -0.120 -2.966 1.128
C -1.777 -1.034 2.484
H -3.610 -1.710 0.036
H -3.128 -3.170 0.969
H -2.621 -2.959 -0.740
C -2.825 -2.450 0.205
H -2.465 -0.188 2.385
H -2.247 -1.843 3.062
H -0.592 -3.768 1.715
H 0.728 -2.550 1.688
H -0.876 -0.688 3.001
H 0.253 -3.372 0.178
C 1.081 -0.896 -0.858
O 2.133 -1.394 -0.986
Cl -0.859 1.607 0.899
C 1.987 2.375 -0.956
S 0.510 1.872 -1.842
C -0.427 3.411 -1.981
O 0.884 1.416 -3.193
H 1.751 3.071 -0.143
H 2.604 2.881 -1.703
H 2.518 1.497 -0.563
H 0.095 3.974 -2.763
H -1.463 3.243 -2.299
H -0.402 3.952 -1.029
*
```

(4)
Molecular formula: C8H18ClF6MgNO7S2
Method: DFT, ωB97M-V with the def2-TZVPD basis set

Results
* molecular weight: 478.11 g mol⁻¹
* relative energy (zero: lowest compared OMol25 entry of this formula, charge and spin): 17.8 kcal/mol
* maximum force: 4.536 eV/A

ORCA input file:
```
! wB97M-V def2-TZVPD RIJCOSX def2/J DEFGRID3
* xyz 0 1
Mg 0.260 -0.831 -0.072
C -3.978 -0.595 0.774
F -3.904 0.357 -0.135
F -3.855 -0.043 1.956
F -5.108 -1.234 0.729
S -2.559 -1.829 0.349
O -2.933 -3.174 0.685
O -2.284 -1.586 -1.047
N -1.149 -1.260 1.145
S -1.175 -1.674 2.708
O -2.454 -2.027 3.258
O -0.049 -2.521 3.023
C -0.778 -0.029 3.568
F 0.493 0.290 3.378
F -1.563 0.924 3.075
F -1.014 -0.103 4.850
Cl 1.005 -2.913 -0.870
C -0.271 3.528 -0.337
C -0.942 2.220 0.057
O 0.003 1.241 0.515
H 0.518 3.414 -1.088
H 0.284 4.028 0.461
H -1.076 4.131 -0.761
H -1.475 1.871 -0.825
H -1.670 2.377 0.856
H 0.629 1.691 1.092
C 0.583 -0.551 -4.209
C 0.893 0.304 -2.991
O -0.018 -0.083 -1.925
H 1.126 -0.246 -5.104
H -0.489 -0.510 -4.432
H 0.757 -1.618 -4.071
H 0.699 1.365 -3.149
H 1.899 0.097 -2.637
H -0.914 0.130 -2.213
C 4.006 -1.034 -0.142
C 3.152 0.032 0.521
O 1.915 -0.497 1.024
H 3.973 -1.985 0.395
H 5.059 -0.776 -0.246
H 3.582 -1.275 -1.119
H 2.925 0.828 -0.193
H 3.730 0.524 1.310
H 2.166 -0.958 1.838
*
```

(5)
Molecular formula: C8H18ClIIrO3PS
Method: DFT, ωB97M-V with the def2-TZVPD basis set

Results
* molecular weight: 579.84 g mol⁻¹
* relative energy (zero: lowest compared OMol25 entry of this formula, charge and spin): 18.1 kcal/mol
* expectation value of S²: 6.02
* maximum force: 7.218 eV/A

ORCA input file:
```
! wB97M-V def2-TZVPD RIJCOSX def2/J DEFGRID3
* xyz 2 5
C -0.900 -2.230 0.051
C -0.026 -1.455 1.074
H -0.331 -3.171 -0.016
H -1.044 -1.824 -1.001
H -1.861 -2.297 0.576
O 1.185 -1.700 1.225
I -0.796 0.361 1.444
Ir 0.486 0.667 -1.440
P 0.144 1.376 -3.395
C 1.835 1.593 -3.973
C -0.609 -0.073 -4.239
H -1.745 2.800 -2.939
H -0.804 3.278 -4.417
H -0.166 3.654 -2.752
C -0.745 2.951 -3.373
H -1.635 -0.218 -3.851
H -0.597 0.200 -5.304
H 1.736 1.763 -5.050
H 2.413 0.680 -3.748
H 0.010 -0.962 -4.011
H 2.262 2.463 -3.449
C 2.263 0.536 -1.026
O 3.429 0.586 -0.881
Cl -1.859 0.628 -1.452
C -0.123 -0.891 4.446
S -1.050 -2.180 3.595
C 0.127 -3.525 3.839
O -2.298 -2.461 4.376
H 0.939 -1.135 4.343
H -0.381 -0.884 5.515
H -0.330 0.099 4.009
H 0.459 -3.478 4.869
H -0.402 -4.442 3.618
H 0.962 -3.400 3.156
*
```

(6)
Molecular formula: C8H18Cs3N2O10S2
Method: DFT, ωB97M-V with the def2-TZVPD basis set

Results
* DFT total energy: -55342.6450 eV
* molecular weight: 765.09 g mol⁻¹
* expectation value of S²: 0.77
* maximum force: 4.295 eV/A

ORCA input file:
```
! wB97M-V def2-TZVPD RIJCOSX def2/J DEFGRID3
* xyz 2 2
Cs -3.144 2.343 -3.139
Cs -1.724 -1.496 -5.201
Cs -0.763 -4.063 -1.810
S -1.424 -0.493 -1.640
O -2.018 0.422 -0.722
O -2.341 -1.613 -1.883
O -1.260 0.271 -2.890
O -0.136 -0.940 -1.229
C 1.360 -1.231 1.959
C 2.463 -1.841 1.105
O 3.325 -2.548 1.535
N 2.448 -1.699 -0.235
C 3.504 -1.999 -1.269
H 0.363 -1.140 1.529
H 1.727 -0.209 2.057
H 1.286 -1.572 2.992
H 1.619 -1.283 -0.634
H 3.562 -1.213 -2.022
H 3.306 -2.955 -1.753
H 4.455 -2.196 -0.774
C -1.418 0.743 2.990
C -2.730 0.120 2.924
O -3.440 0.009 3.936
N -3.110 -0.337 1.717
C -4.404 -1.030 1.590
H -1.136 0.850 1.943
H -0.659 0.193 3.546
H -1.536 1.772 3.330
H -2.637 -0.056 0.870
H -4.659 -1.134 0.535
H -5.243 -0.454 1.982
H -4.509 -1.959 2.150
C 0.553 2.503 -0.939
C 1.540 1.276 -1.061
O 2.925 1.812 -1.026
S 2.889 3.374 -1.548
O 3.464 3.467 -2.910
O 3.477 4.243 -0.570
O 1.232 3.513 -1.700
H 0.368 2.771 0.101
H -0.388 2.449 -1.486
H 1.344 0.838 -2.040
H 1.470 0.492 -0.307
*
```

(7)
Molecular formula: C8H18F2Ni2O11P2S
Method: DFT, ωB97M-V with the def2-TZVPD basis set

Results
* DFT total energy: -148029.4978 eV
* molecular weight: 539.62 g mol⁻¹
* expectation value of S²: 6.01
* maximum force: 7.071 eV/A

ORCA input file:
```
! wB97M-V def2-TZVPD RIJCOSX def2/J DEFGRID3
* xyz 2 5
Ni -9.448 -3.740 -1.113
Ni -12.107 -2.672 3.027
O -11.173 -6.529 1.696
C -11.205 -5.277 1.376
O -11.641 -4.400 2.079
O -10.310 -5.085 0.543
H -10.496 -6.645 1.025
O -12.616 -1.937 1.249
P -11.791 -1.586 0.011
O -10.482 -2.316 -0.316
F -11.450 -0.007 0.165
F -12.752 -1.649 -1.301
C -13.735 -7.128 -2.855
O -12.844 -6.252 -2.166
P -11.961 -5.172 -3.008
O -10.937 -4.382 -2.227
O -11.353 -6.068 -4.250
C -10.601 -5.512 -5.268
O -12.922 -4.237 -3.854
C -14.157 -3.606 -3.392
H -13.543 -8.170 -2.601
H -13.706 -7.023 -3.940
H -14.736 -6.877 -2.503
H -9.662 -5.112 -4.885
H -10.913 -4.766 -5.999
H -10.294 -6.352 -5.891
H -15.087 -4.026 -3.772
H -14.147 -2.554 -3.676
H -14.277 -3.635 -2.309
C -10.963 -9.317 4.466
C -11.645 -9.979 5.710
C -12.544 -11.062 5.021
S -13.366 -10.064 3.656
O -14.471 -9.301 4.080
O -13.424 -11.002 2.514
C -11.999 -8.813 3.421
H -10.250 -10.004 4.010
H -10.204 -8.563 4.677
H -12.157 -9.236 6.321
H -10.834 -10.332 6.348
H -13.241 -11.724 5.534
H -11.869 -11.715 4.467
H -12.290 -7.792 3.673
H -11.822 -9.075 2.378
*
```

(8)
Molecular formula: C8H18N2
Method: DFT, ωB97M-V with the def2-TZVPD basis set

Results
* molecular weight: 142.25 g mol⁻¹
* relative energy (zero: lowest compared OMol25 entry of this formula, charge and spin): 122.4 kcal/mol
* maximum force: 1.572 eV/A

ORCA input file:
```
! wB97M-V def2-TZVPD RIJCOSX def2/J DEFGRID3
* xyz 0 1
C -2.014 0.352 -0.339
C -1.774 1.037 1.010
C -3.309 -0.468 -0.325
C -0.863 -0.527 -0.750
N -0.647 -1.659 -1.032
H -2.098 1.128 -1.108
H -2.641 1.653 1.261
H -3.254 -1.253 0.431
H -4.156 0.179 -0.085
H -1.627 0.297 1.795
H -0.905 1.691 0.988
H -3.490 -0.942 -1.289
C 0.764 0.683 -1.044
C 2.069 0.640 1.540
C 1.541 -1.567 0.788
C 1.880 0.018 -1.802
N 1.075 -0.268 1.049
H 1.066 1.540 -0.451
H 0.060 1.127 -1.749
H 2.985 0.675 0.925
H 2.631 -1.692 0.733
H 1.660 1.648 1.627
H 2.370 0.331 2.551
H 1.101 -2.280 1.498
H 1.074 -1.912 -0.177
H 1.533 -0.897 -2.280
H 2.737 -0.228 -1.178
H 2.235 0.693 -2.587
*
```